# 1
Entry from OMol25: a cluster of 9 separate species, C24H65ClN3O10S9 in total at a distorted geometry (ωB97M-V with the def2-TZVPD basis set).

Each line ends with the Löwdin charge.
Cartesian coordinates (Å):
N -2.67 2.62 -1.75  0.202
C -3.05 2.85 -0.46  -0.400
N -2.67 3.94 0.10  0.154
C -2.84 3.98 1.58  -0.121
C -4.21 3.55 1.94  -0.139
C -4.63 2.26 1.26  -0.271
C -4.83 1.17 2.28  -0.118
C -4.77 -0.31 1.85  -0.180
C -3.50 -0.95 2.39  -0.235
C -3.30 -2.42 1.98  -0.243
S -2.05 -2.70 0.79  0.259
O -0.82 -2.42 1.33  -0.311
O -2.22 -3.95 0.23  -0.287
Cl -2.29 -1.29 -0.67  0.445
N -3.73 1.88 0.16  0.139
H -3.34 2.52 -2.51  0.134
H -1.70 2.51 -1.95  0.117
H -1.67 4.00 -0.12  0.183
H -2.07 3.38 2.01  0.127
H -2.71 4.98 1.90  0.123
H -4.23 3.42 2.99  0.072
H -4.94 4.29 1.73  0.127
H -5.57 2.44 0.81  0.142
H -5.81 1.33 2.67  0.122
H -4.14 1.32 3.08  0.105
H -5.58 -0.84 2.30  0.112
H -4.76 -0.45 0.79  0.092
H -2.65 -0.37 2.08  0.090
H -3.55 -0.92 3.45  0.115
H -4.21 -2.83 1.62  0.107
H -2.99 -2.98 2.81  0.106
H -3.02 1.23 0.45  0.122
C 2.56 -1.82 0.31  -0.260
S 1.75 -0.31 0.78  0.773
O 1.58 0.50 -0.46  -0.587
C 3.14 0.40 1.67  -0.259
H 1.86 -2.39 -0.29  0.041
H 3.47 -1.60 -0.26  0.018
H 2.82 -2.39 1.21  0.067
H 4.00 0.48 1.00  0.046
H 3.38 -0.23 2.52  0.057
H 2.84 1.39 2.02  0.045
C 6.83 0.39 -1.07  -0.257
S 6.69 -1.39 -1.10  0.828
O 5.48 -1.74 -0.28  -0.563
C 8.13 -1.74 -0.10  -0.256
H 5.98 0.81 -1.61  0.017
H 6.81 0.74 -0.03  0.061
H 7.75 0.69 -1.56  0.066
H 8.02 -1.25 0.87  0.059
H 9.02 -1.38 -0.61  0.059
H 8.19 -2.81 0.04  0.054
C -0.63 -6.60 -3.26  -0.259
S -1.48 -5.03 -3.45  0.794
O -1.71 -4.82 -4.90  -0.557
C -0.10 -4.00 -2.95  -0.263
H -1.31 -7.39 -3.55  0.053
H 0.25 -6.61 -3.91  0.061
H -0.34 -6.72 -2.22  0.057
H 0.76 -4.18 -3.60  0.043
H 0.16 -4.23 -1.92  0.051
H -0.41 -2.96 -3.03  0.041
C 4.33 -1.53 -3.83  -0.265
S 4.15 -3.27 -4.26  0.786
O 5.42 -3.70 -4.87  -0.538
C 2.97 -3.01 -5.60  -0.272
H 5.06 -1.46 -3.03  -0.015
H 4.68 -0.98 -4.71  0.065
H 3.37 -1.14 -3.49  0.052
H 3.42 -2.36 -6.35  0.058
H 2.06 -2.57 -5.20  0.042
H 2.75 -3.98 -6.03  0.051
C 4.95 4.63 -4.11  -0.267
S 4.61 3.10 -3.23  0.801
O 5.71 2.15 -3.55  -0.555
C 3.19 2.62 -4.23  -0.265
H 5.84 5.07 -3.67  0.052
H 5.13 4.41 -5.16  0.061
H 4.11 5.30 -4.00  0.053
H 3.50 2.54 -5.27  0.062
H 2.41 3.36 -4.11  0.052
H 2.85 1.66 -3.86  0.040
C -3.80 -1.77 -4.46  -0.270
S -3.32 -0.50 -5.61  0.794
O -4.17 0.69 -5.29  -0.580
C -4.01 -1.27 -7.07  -0.264
H -3.50 -1.46 -3.46  0.011
H -4.89 -1.90 -4.49  0.064
H -3.31 -2.71 -4.71  0.035
H -5.07 -1.44 -6.93  0.061
H -3.49 -2.21 -7.25  0.060
H -3.85 -0.59 -7.91  0.052
C -1.93 4.80 6.79  -0.255
S -2.43 3.45 5.74  0.832
O -2.95 4.06 4.47  -0.570
C -3.84 2.96 6.71  -0.258
H -1.06 5.28 6.34  0.052
H -2.74 5.52 6.88  0.063
H -1.66 4.41 7.77  0.060
H -4.53 3.80 6.80  0.063
H -3.50 2.63 7.69  0.050
H -4.33 2.13 6.20  0.049
C -0.24 -1.34 6.86  -0.269
S -0.31 -0.09 8.15  0.819
O -1.46 0.80 7.83  -0.576
C 1.18 0.78 7.65  -0.267
H -1.12 -1.97 6.97  0.049
H -0.25 -0.85 5.88  0.054
H 0.66 -1.94 6.99  0.056
H 1.07 1.11 6.62  0.056
H 2.03 0.11 7.75  0.056
H 1.30 1.63 8.31  0.051

Its total energy is -5913.485287 Eh. As for the net charge: +1. The HOMO energy comes out at -10.07 eV.

***

# 2
Entry from OMol25: a cluster of 3 separate species, C25H43BIN4O10P in total at a distorted geometry (ωB97M-V with the def2-TZVPD basis set).

Each line ends with the Löwdin charge.
Cartesian coordinates (Å):
C 7.30 -0.02 0.76  -0.014
C 6.05 -0.43 -0.09  -0.488
O 5.73 -1.59 -0.07  0.075
N 5.35 0.60 -0.77  -0.084
C 6.30 1.65 -1.25  -0.078
C 4.66 0.11 -1.98  -0.181
C 3.40 1.00 -2.33  -0.156
C 2.34 0.18 -3.15  -0.205
C 0.88 0.74 -3.08  -0.217
C -0.11 -0.02 -2.10  -0.458
P -1.78 0.64 -2.82  0.971
C -2.80 -0.84 -3.46  -0.288
O -2.71 1.36 -1.61  -0.328
C 0.00 -1.60 -2.12  -0.657
I 0.31 -2.55 -4.08  0.886
N 1.02 -1.95 -1.10  0.059
C 1.33 -0.82 -0.28  -0.408
O 2.25 -0.75 0.47  0.149
C 0.15 0.22 -0.56  -0.140
B 0.47 1.75 -0.12  -0.522
O 1.67 2.08 0.55  0.118
N -0.48 2.86 -0.35  -0.112
C -0.65 3.57 0.95  -0.085
C 0.04 3.85 -1.34  -0.078
C -0.90 -0.27 0.46  -0.116
C -2.13 -0.97 0.20  -0.014
C -2.96 -1.37 1.27  -0.149
N -2.83 -1.17 2.60  0.070
C -1.67 -0.51 2.80  -0.135
C -0.69 -0.07 1.87  0.004
H 8.25 -0.31 0.27  0.087
H 7.27 1.04 1.10  0.069
H 7.22 -0.64 1.69  0.087
H 7.28 1.21 -1.57  0.101
H 6.46 2.42 -0.47  0.087
H 5.91 2.17 -2.15  0.083
H 4.32 -0.95 -1.91  0.112
H 5.37 0.17 -2.84  0.127
H 3.77 1.88 -2.91  0.109
H 3.02 1.40 -1.37  0.091
H 2.66 0.25 -4.22  0.120
H 2.46 -0.88 -2.87  0.049
H 0.43 0.57 -4.09  0.067
H 0.86 1.84 -2.92  0.099
H -3.85 -0.50 -3.44  0.043
H -2.63 -1.77 -2.89  0.010
H -2.48 -0.98 -4.51  0.013
H -3.63 1.12 -1.79  0.046
H -0.87 -2.17 -1.77  0.046
H 1.85 -2.37 -1.53  0.107
H 2.14 2.79 0.09  0.100
H 0.24 4.18 1.21  0.090
H -1.52 4.27 0.87  0.097
H -0.89 2.87 1.77  0.086
H -0.06 4.87 -0.89  0.089
H -0.62 3.81 -2.24  0.090
H 1.11 3.68 -1.59  0.079
H -2.41 -1.22 -0.83  0.071
H -3.87 -1.94 0.98  0.103
H -1.47 -0.30 3.87  0.110
H 0.23 0.43 2.23  0.118
C -5.67 -4.43 -0.94  -0.040
O -5.60 -3.78 -2.21  -0.006
C -6.69 -3.94 -2.96  -0.617
O -7.68 -4.54 -2.66  0.128
O -6.49 -3.29 -4.12  -0.003
C -7.59 -3.37 -5.03  -0.043
H -4.73 -4.23 -0.42  0.086
H -6.49 -4.01 -0.34  0.100
H -5.79 -5.50 -1.05  0.099
H -8.48 -2.91 -4.60  0.098
H -7.79 -4.40 -5.31  0.099
H -7.31 -2.81 -5.92  0.093
C 1.66 0.90 5.69  -0.039
O 0.39 1.22 6.25  -0.004
C 0.36 1.22 7.59  -0.616
O 1.29 0.98 8.32  0.126
O -0.88 1.53 7.97  0.002
C -1.07 1.56 9.39  -0.044
H 1.56 0.93 4.61  0.085
H 2.41 1.64 6.00  0.099
H 1.97 -0.10 5.98  0.101
H -0.43 2.32 9.84  0.098
H -0.87 0.58 9.83  0.098
H -2.11 1.82 9.58  0.093

Its total energy is -2613.735040 Eh. The HOMO energy comes out at -8.12 eV.

***

# 3
Entry from OMol25: a structure of composition C20H14CaIN5O4S2 (ωB97M-V with the def2-TZVPD basis set).

Each line ends with the Löwdin charge.
Cartesian coordinates (Å):
Ca 1.14 0.56 0.27  1.137
O -2.55 2.27 -2.14  0.026
C -3.40 1.24 -1.99  -0.307
C -4.51 1.18 -2.84  -0.039
C -5.41 0.13 -2.74  -0.116
C -5.21 -0.88 -1.81  -0.118
C -4.10 -0.83 -0.98  -0.043
C -3.18 0.22 -1.04  -0.088
C -1.97 0.24 -0.16  -0.467
O -1.11 1.19 -0.37  -0.192
N -1.88 -0.71 0.72  0.049
N -0.66 -0.63 1.40  -0.089
C -0.61 -1.28 2.50  -0.110
C 0.50 -1.28 3.42  -0.156
C 0.46 -2.23 4.46  -0.092
C 1.43 -2.31 5.43  -0.149
C 2.49 -1.40 5.39  -0.130
C 2.56 -0.44 4.41  -0.029
C 1.58 -0.33 3.37  -0.398
O 1.67 0.59 2.49  -0.231
H -1.81 2.08 -1.47  0.071
H -4.64 1.97 -3.56  0.108
H -6.26 0.09 -3.41  0.090
H -5.90 -1.71 -1.74  0.085
H -3.91 -1.60 -0.24  0.100
H -1.49 -1.86 2.79  0.110
H -0.38 -2.92 4.48  0.094
H 1.37 -3.07 6.21  0.074
H 3.27 -1.44 6.14  0.087
H 3.38 0.27 4.37  0.106
S 3.50 -0.86 -0.52  0.453
C 4.56 0.48 -0.22  -0.824
C 5.88 0.12 0.22  -0.332
N 6.92 -0.20 0.59  0.117
C 4.30 1.82 -0.40  -0.789
S 2.81 2.55 -0.96  0.453
C 5.34 2.76 -0.14  -0.345
N 6.17 3.54 0.04  0.110
N 1.04 1.15 -3.34  0.166
C 0.29 0.12 -2.98  -0.633
O 0.46 -0.53 -1.95  -0.070
C -0.88 -0.34 -3.84  -0.517
I -1.23 0.64 -5.71  0.745
H 1.76 1.49 -2.70  -0.021
H 0.78 1.71 -4.14  0.028
H -1.80 -0.22 -3.27  0.027
H -0.73 -1.39 -4.07  0.052

Its total energy is -3117.246970 Eh. As for the net charge: -2. The HOMO energy comes out at -1.61 eV. The energy relative to the best compared isomer or geometry (same formula, charge and spin) comes out at 0.00 kcal/mol.